56
Properties=species:S:1:pos:R:3 method="wB97M-V/def2-TZVPD" e_lumo_ev=-9.905 homo_lumo_gap_ev=4.90 charge=+3 e_homo_ha=-0.5439
Pb 1.2137 0.1078 -0.4878
O 4.4277 3.0084 4.2578
C 3.7525 2.3024 3.3827
C 3.4855 0.9285 3.4965
C 2.7699 0.3094 2.5056
N 2.2998 0.9664 1.4228
C 2.5713 2.2762 1.3351
Br 1.8631 3.1016 -0.2266
C 3.2716 2.9950 2.2548
H 4.7466 2.4970 5.0162
H 3.8378 0.3569 4.3449
H 2.5519 -0.7498 2.5659
H 3.4651 4.0527 2.1416
C -0.9999 1.6375 2.5115
C -1.5648 0.9679 1.3104
N -0.8864 0.5368 0.2349
C -1.8286 -0.0028 -0.6456
C -3.0535 0.1235 -0.0998
N -2.8668 0.7364 1.1210
C -3.9992 1.0387 2.0347
N -4.7405 -0.1311 2.3094
N -5.8060 -0.4343 1.4970
N -6.2691 -1.5639 1.8259
C -5.5212 -2.0722 2.8759
C -5.6533 -3.2661 3.5863
C -4.7480 -3.4959 4.5970
C -3.7382 -2.5647 4.9061
C -3.5985 -1.3795 4.2137
C -4.5179 -1.1571 3.1895
H 0.0800 1.7130 2.4250
H -1.2340 1.0775 3.4177
H -1.4070 2.6433 2.6203
H -1.5642 -0.4227 -1.6033
H -4.0347 -0.1602 -0.4458
H -4.6573 1.7363 1.5197
H -3.6134 1.4955 2.9427
H -6.4417 -3.9673 3.3503
H -4.8169 -4.4034 5.1803
H -3.0640 -2.7814 5.7240
H -2.8418 -0.6548 4.4891
C 5.0817 0.5280 -5.9899
Si 3.3305 0.0063 -5.9993
C 3.1286 -2.2388 -5.9324
C 2.1141 0.7641 -7.1322
C 2.7610 -1.2159 -4.7675
H 5.5101 0.5576 -6.9928
H 5.7111 -0.0792 -5.3415
H 5.0873 1.5594 -5.6157
H 3.5332 -1.7479 -6.8774
H 2.2665 -2.7758 -6.3187
H 3.9394 -2.9135 -5.6724
H 2.5106 0.8811 -8.1416
H 1.9272 1.7734 -6.7445
H 1.1657 0.2306 -7.1718
H 3.3547 -1.4297 -3.8843
H 1.7086 -1.3013 -4.5154


59
Properties=species:S:1:pos:R:3 method="wB97M-V/def2-TZVPD" e_lumo_ev="1.566 / 2.015" homo_lumo_gap_ev="6.23 / 6.72" charge=-1 e_homo_ha="-0.1713 / -0.1731"
Ru 0.6196 -0.6933 -0.2784
N -0.3663 -1.7259 1.2109
C 0.2822 -1.3539 2.4895
C 0.4864 0.1545 2.4855
O 0.4256 0.8151 3.5175
N 0.6943 0.6076 1.2374
C 0.4148 1.9856 0.9123
C -0.6081 1.9976 -0.2411
O -1.2360 3.0164 -0.4994
O -0.7059 0.8765 -0.8728
H -1.3543 -1.4754 1.2487
H -0.2852 -2.7215 1.0264
H 1.2417 -1.8683 2.5328
H -0.3243 -1.6215 3.3550
H 1.3111 2.5206 0.5814
H 0.0012 2.5188 1.7673
Cl 3.8657 -3.7397 1.5585
C 4.3158 -2.3040 0.6952
C 5.6551 -1.9826 0.6056
C 6.0525 -0.8374 -0.0750
C 5.1018 -0.0198 -0.6640
C 3.7708 -0.3654 -0.5477
Cl 2.5759 0.6383 -1.3050
C 3.2969 -1.5006 0.1277
N 1.9829 -1.8444 0.2493
H 6.3846 -2.6312 1.0706
H 7.1017 -0.5844 -0.1448
H 5.3846 0.8724 -1.2062
C 2.3861 -1.3582 -4.2865
Si 0.5186 -1.2593 -4.0608
C -0.0196 0.5281 -4.2221
C -0.2277 -2.2572 -5.4764
Se -0.2188 -2.1989 -2.1535
H 2.6550 -1.0809 -5.3109
H 2.7390 -2.3747 -4.1014
H 2.9120 -0.6878 -3.6105
H 0.1253 0.8853 -5.2467
H 0.5507 1.1688 -3.5460
H -1.0675 0.6514 -3.9486
H 0.0405 -1.8201 -6.4427
H -1.3172 -2.2835 -5.4035
H 0.1343 -3.2871 -5.4516
C -4.0305 -2.5784 -1.0546
S -3.0026 -1.1835 -0.5473
O -3.5227 -0.7694 0.7974
C -3.5671 -0.0023 -1.7618
C -3.8259 1.2819 -1.3169
C -4.1675 2.2609 -2.2376
C -4.2409 1.9539 -3.5872
C -3.9601 0.6653 -4.0260
C -3.6123 -0.3189 -3.1148
H -5.0653 -2.2625 -1.1726
H -3.9408 -3.3084 -0.2518
H -3.6248 -3.0009 -1.9724
H -3.7375 1.5054 -0.2628
H -4.3486 3.2714 -1.8969
H -4.4964 2.7242 -4.3043
H -3.9935 0.4296 -5.0825
H -3.3462 -1.3092 -3.4601


53
Properties=species:S:1:pos:R:3 method="wB97M-V/def2-TZVPD" e_lumo_ev="2.760 / 2.760" spin_multiplicity=4 homo_lumo_gap_ev="5.87 / 6.30" charge=-1 s_squared=3.81 e_homo_ha="-0.1143 / -0.1299"
Co -0.8259 0.1281 -0.3072
C -2.5372 -2.8455 -1.4675
P -1.9494 -1.1131 -1.7260
C -3.3778 -0.4809 -2.7017
C -0.6591 -1.2390 -3.1247
C -1.1516 -1.7950 -4.3857
C -1.4291 -0.9543 -5.4302
C -1.1522 0.4142 -5.3667
C -0.4970 0.9563 -4.2394
C -0.2461 0.1925 -3.1455
P 0.9940 -0.2175 -1.5445
C 2.2681 0.8196 -2.4169
C 2.3228 -1.0716 -0.4361
H -2.7968 -3.3146 -2.4167
H -3.4074 -2.8112 -0.8097
H -1.7517 -3.4107 -0.9682
H -3.6209 -1.1586 -3.5189
H -3.1112 0.4933 -3.1061
H -4.2355 -0.3697 -2.0365
H -1.2599 -2.8706 -4.4858
H -1.8370 -1.3659 -6.3495
H -1.3693 1.0485 -6.2160
H -0.1744 1.9903 -4.2788
H 1.7970 1.7604 -2.6932
H 2.5729 0.3030 -3.3272
H 3.1440 1.0122 -1.8012
H 3.1339 -1.4852 -1.0420
H 1.8533 -1.8717 0.1334
H 2.7405 -0.3573 0.2732
C 0.6041 -1.7941 -2.4705
H 0.4816 -2.6751 -1.8367
H 1.3706 -2.0026 -3.2259
C 1.3760 3.5759 4.6925
C 1.5409 2.0885 4.7258
C 2.7331 1.5080 5.1116
C 2.8694 0.1299 5.1136
Cl 4.3830 -0.5697 5.5970
C 1.8271 -0.6846 4.7219
C 0.6265 -0.1167 4.3309
C 0.4679 1.2653 4.3366
O -0.6781 1.9188 4.0292
C -1.7496 1.2114 3.4262
C -1.4127 0.7804 1.9727
O -1.0688 -0.4031 1.7711
O -1.5094 1.6467 1.0835
H 2.3233 4.0712 4.8926
H 0.6413 3.8922 5.4327
H 1.0045 3.8773 3.7146
H 3.5665 2.1309 5.3971
H 1.9454 -1.7560 4.7107
H -0.1652 -0.7626 3.9877
H -2.5666 1.9355 3.3876
H -2.0478 0.3467 4.0328


62
Properties=species:S:1:pos:R:3 method="wB97M-V/def2-TZVPD" e_lumo_ev="2.219 / 2.385" spin_multiplicity=2 homo_lumo_gap_ev="6.05 / 6.25" charge=-1 s_squared=0.79 e_homo_ha="-0.1409 / -0.1420"
Ru 0.6201 1.1465 2.0134
C -4.0304 -2.5534 2.4060
C -4.0826 -1.3614 3.3642
N -2.7991 -0.9214 3.8892
C -1.8311 -0.3427 3.0122
S -0.7530 0.7753 4.0417
N -2.4614 0.3668 1.9666
N -1.6193 1.0005 1.2424
C -1.9825 1.5517 0.1011
C -3.3493 1.3209 -0.4753
C -0.9801 2.3273 -0.5416
C -1.1559 2.9592 -1.7889
C -0.1310 3.7124 -2.3166
C 1.0742 3.8184 -1.6275
C 1.1776 3.1814 -0.4029
N 0.1865 2.4784 0.1232
H -5.0432 -2.8459 2.1189
H -3.5383 -3.4076 2.8772
H -3.4735 -2.2849 1.5080
H -4.7072 -1.6084 4.2274
H -4.5265 -0.5046 2.8610
H -2.3665 -1.5869 4.5124
H -3.3201 0.5194 -1.2222
H -3.7548 2.2215 -0.9406
H -4.0140 1.0119 0.3278
H -2.0956 2.8570 -2.3146
H -0.2617 4.2336 -3.2588
H 1.9035 4.3923 -2.0178
H 2.0761 3.2419 0.1988
C 3.0639 -4.0501 3.0716
N 2.9746 -2.7968 2.3478
C 3.5727 -2.6504 1.1380
C 3.4301 -1.5407 0.3914
C 2.5798 -0.4929 0.9044
O 2.3598 0.5762 0.2978
N 2.0062 -0.6613 2.1164
C 2.1734 -1.7558 2.8966
O 1.6948 -1.8995 4.0080
H 4.1062 -4.3365 3.2236
H 2.5360 -4.8433 2.5386
H 2.5796 -3.8980 4.0309
H 4.1818 -3.4844 0.8104
H 3.8901 -1.4292 -0.5773
C 2.7489 0.7743 -3.1203
N 1.4705 0.6604 -3.7703
C 1.1790 1.3821 -4.9936
C -0.3300 1.1734 -5.1846
N -0.6371 0.1775 -4.1719
C 0.3994 -0.0048 -3.2905
S 0.3115 -0.9714 -1.9560
H 3.1083 1.8004 -3.2211
H 3.4845 0.0977 -3.5697
H 2.6356 0.5485 -2.0609
H 1.7593 0.9728 -5.8283
H 1.4471 2.4367 -4.8823
H -0.5711 0.7940 -6.1794
H -0.8880 2.0999 -5.0248
H -1.5716 0.0758 -3.8190
O -0.4760 -3.6648 2.3053
C -0.7282 -2.5170 2.3915
N -0.9346 -1.3419 2.3832
Cl 1.6825 3.0697 2.9101


55
Properties=species:S:1:pos:R:3 method="wB97M-V/def2-TZVPD" e_lumo_ev=-6.483 homo_lumo_gap_ev=6.67 charge=+2 e_homo_ha=-0.4835
Ga 0.4232 -2.0787 0.5580
C -4.9026 -1.9698 2.3997
N -3.5792 -2.4916 2.0653
C -3.1728 -3.7843 2.2436
C -1.8777 -3.8463 1.8184
N -1.5013 -2.6085 1.3822
C -2.5413 -1.8039 1.5370
P -2.5815 -0.0302 1.1475
C -1.9233 -0.1536 -0.5453
N -0.8812 -0.8981 -0.8665
C -0.7080 -0.7741 -2.2162
C -1.6633 0.0656 -2.7115
N -2.4276 0.4549 -1.6445
C -3.5338 1.4042 -1.7140
C -0.9647 0.3340 1.9042
N 0.1191 -0.4095 1.7247
C 1.0979 0.1439 2.5008
C 0.5966 1.2364 3.1499
N -0.7110 1.3482 2.7673
C -1.6150 2.4142 3.1879
H -5.4941 -2.7782 2.8182
H -5.4006 -1.5947 1.5085
H -4.8231 -1.1748 3.1375
H -3.8234 -4.5364 2.6542
H -1.2100 -4.6909 1.8025
H 0.0486 -1.3235 -2.7508
H -1.8611 0.4081 -3.7125
H -4.1334 1.1925 -2.5954
H -3.1551 2.4228 -1.7736
H -4.1579 1.3040 -0.8305
H 2.0768 -0.2978 2.5851
H 1.0471 1.9172 3.8513
H -1.4573 2.6225 4.2427
H -2.6446 2.1005 3.0413
H -1.4296 3.3184 2.6109
C 3.5058 -2.1614 -2.1195
Si 3.5694 -0.5995 -1.1700
C 4.1251 -0.6394 0.5713
C 3.2873 1.0040 -1.9358
C 3.4838 1.2048 -3.3117
C 3.3497 2.4695 -3.8533
C 2.9944 3.5376 -3.0374
C 2.7747 3.3508 -1.6766
C 2.9301 2.0945 -1.1218
H 4.3544 -2.2265 -2.8088
H 2.5966 -2.2194 -2.7190
H 3.5457 -3.0118 -1.4399
H 5.2181 -0.5498 0.5864
H 3.8548 -1.5771 1.0553
H 3.7299 0.1997 1.1439
H 3.7519 0.3775 -3.9585
H 3.5259 2.6269 -4.9085
H 2.8921 4.5263 -3.4649
H 2.5055 4.1906 -1.0506
H 2.7702 1.9602 -0.0586


54
Properties=species:S:1:pos:R:3 method="wB97M-V/def2-TZVPD" e_lumo_ev=-3.887 homo_lumo_gap_ev=6.73 charge=+1 e_homo_ha=-0.3902
Ir 0.5957 -0.0501 0.4852
O -2.0683 3.5386 0.8091
C -2.0756 3.8186 -0.5163
C -2.9082 4.8562 -0.9306
C -2.9758 5.2047 -2.2622
C -2.2159 4.5251 -3.2141
C -1.3955 3.4971 -2.8109
C -1.3073 3.1216 -1.4626
C -0.4387 1.9921 -1.0969
O -0.3477 1.6863 0.2041
N 0.1931 1.3253 -2.0107
N 0.9284 0.2740 -1.4606
C 1.7569 -0.3383 -2.2401
C 2.5821 -1.4413 -1.8589
C 3.4250 -1.9745 -2.8618
C 4.2693 -3.0194 -2.6078
C 4.2942 -3.5706 -1.3185
C 3.4879 -3.0828 -0.3206
C 2.6151 -2.0034 -0.5553
O 1.8785 -1.6156 0.4708
H -1.4263 2.8201 0.9417
H -3.4884 5.3745 -0.1795
H -3.6246 6.0153 -2.5672
H -2.2691 4.8029 -4.2572
H -0.7971 2.9564 -3.5306
H 1.8127 0.0305 -3.2611
H 3.3887 -1.5307 -3.8494
H 4.9098 -3.4124 -3.3839
H 4.9645 -4.3925 -1.1020
H 3.5098 -3.5040 0.6755
C -2.6785 -1.0869 0.3966
P -0.9549 -1.6036 0.4060
C -0.7744 -2.7350 -0.9820
C -0.6963 -2.5945 1.9139
C -0.6220 -1.7022 3.1585
P 0.1798 -0.0859 2.7420
C 1.5745 0.0841 3.8801
C -0.9955 1.1746 3.3034
H -3.2889 -1.9911 0.3631
H -2.8967 -0.4710 -0.4762
H -2.9214 -0.5181 1.2919
H -1.3853 -3.6187 -0.7908
H 0.2696 -3.0238 -1.0863
H -1.1085 -2.2626 -1.9061
H 0.2668 -3.0782 1.7407
H -1.4569 -3.3725 2.0085
H -0.0527 -2.2038 3.9411
H -1.6110 -1.4977 3.5728
H 1.2332 -0.0422 4.9080
H 2.0222 1.0722 3.7729
H 2.3296 -0.6669 3.6491
H -1.2698 0.9781 4.3406
H -1.8906 1.1760 2.6835
H -0.5454 2.1659 3.2413


51
Properties=species:S:1:pos:R:3 method="wB97M-V/def2-TZVPD" e_lumo_ev=-3.277 homo_lumo_gap_ev=8.85 charge=+1 e_homo_ha=-0.4455
C 1.4586 0.6162 2.0642
N 1.3470 1.1183 0.6868
C 2.6562 0.9242 -0.0023
C 2.9555 -0.5395 -0.1952
C 3.8526 -1.2054 0.6302
C 4.0913 -2.5580 0.4546
C 3.4322 -3.2552 -0.5429
C 2.5475 -2.5946 -1.3792
C 2.3140 -1.2427 -1.2084
C 0.8258 2.5186 0.6102
C -0.5771 2.6184 1.2192
C -1.6210 1.9753 0.2828
N -0.9414 1.1522 -0.7070
C -1.8173 0.2456 -1.4436
C -2.7208 -0.6075 -0.5899
C -4.0838 -0.3316 -0.5662
C -4.9815 -1.1482 0.1008
C -4.5396 -2.2935 0.7446
C -3.1935 -2.5983 0.7338
C -2.2923 -1.7524 0.0922
N -0.9085 -2.1139 0.1846
O -0.6181 -3.2838 0.1768
O -0.0939 -1.2105 0.3097
C -0.1890 1.9966 -1.6277
C 0.6824 2.9873 -0.8398
H 2.0609 1.2970 2.6642
H 0.4795 0.4967 2.5155
H 1.9313 -0.3632 2.0383
H 0.6116 0.5424 0.2015
H 3.4308 1.4048 0.6001
H 2.6195 1.4049 -0.9776
H 4.3771 -0.6653 1.4058
H 4.7905 -3.0662 1.1001
H 3.6111 -4.3107 -0.6737
H 2.0404 -3.1351 -2.1633
H 1.6330 -0.7277 -1.8708
H 1.5242 3.1620 1.1549
H -0.6167 2.1656 2.2066
H -0.8073 3.6751 1.3541
H -2.2314 2.7518 -0.2026
H -2.2950 1.3394 0.8584
H -2.4561 0.8089 -2.1430
H -1.1671 -0.4038 -2.0404
H -4.4508 0.5352 -1.0952
H -6.0307 -0.8979 0.1015
H -5.2370 -2.9436 1.2474
H -2.8149 -3.4819 1.2252
H 0.4298 1.3443 -2.2500
H -0.8604 2.5493 -2.3037
H 1.6417 3.1353 -1.3327
H 0.2009 3.9651 -0.8093


53
Properties=species:S:1:pos:R:3 method="wB97M-V/def2-TZVPD" e_lumo_ev=0.610 homo_lumo_gap_ev=8.53 charge=0 e_homo_ha=-0.2910
C 2.3429 -0.5167 -2.1150
C 2.0928 -0.8512 -0.6459
C 1.1243 0.1705 -0.0150
N 0.5612 -0.3357 1.2229
C -0.5394 -1.1172 1.2491
O -1.1314 -1.4419 0.2402
C -0.9421 -1.5629 2.6510
C -2.4168 -1.9537 2.7360
C -3.3431 -0.7347 2.7659
N -3.2328 0.0287 1.5420
N -2.3551 1.0435 1.5766
C -2.0472 1.6513 0.4992
N -2.5560 1.2966 -0.7179
C -3.4911 0.2610 -0.8058
C -3.8482 0.0466 -2.1241
C -3.1005 0.9778 -2.8598
O -2.8908 1.3766 -4.1284
C -1.9756 2.3748 -4.0528
C -1.5795 2.6451 -2.7750
C -2.3135 1.7341 -1.9807
C -3.8754 -0.4392 0.4038
O -4.6887 -1.3390 0.4701
C 1.7890 1.5248 0.2273
C 3.0783 1.3970 1.0355
C 4.0355 0.4079 0.3795
C 3.3723 -0.9586 0.2011
C 4.3618 -1.9706 -0.3717
H 1.3912 -0.4119 -2.6314
H 2.8983 0.4095 -2.2320
H 2.8987 -1.3152 -2.5979
H 1.5837 -1.8213 -0.6158
H 0.2742 0.2909 -0.6982
H 1.0443 -0.1215 2.0789
H -0.7171 -0.7692 3.3660
H -0.3244 -2.4316 2.8952
H -2.6723 -2.5604 1.8656
H -2.5922 -2.5431 3.6368
H -4.3795 -1.0671 2.8571
H -3.0859 -0.0661 3.5895
H -1.3554 2.4762 0.5476
H -4.5420 -0.6893 -2.4719
H -1.6790 2.8216 -4.9812
H -0.8703 3.3853 -2.4672
H 2.0131 1.9784 -0.7388
H 1.0887 2.1799 0.7506
H 2.8537 1.0615 2.0515
H 3.5529 2.3772 1.1173
H 4.3543 0.7931 -0.5901
H 4.9291 0.2977 0.9979
H 3.0692 -1.3173 1.1930
H 5.1687 -2.1474 0.3365
H 4.8002 -1.6062 -1.2968
H 3.8667 -2.9184 -0.5702


54
Properties=species:S:1:pos:R:3 method="wB97M-V/def2-TZVPD" e_lumo_ev=0.615 homo_lumo_gap_ev=8.42 charge=0 e_homo_ha=-0.2870
C 3.9660 3.7251 0.9500
C 3.5584 3.3631 -0.4734
C 2.2148 2.6402 -0.5460
C 1.0436 3.5247 -0.1227
O -0.2041 2.8852 -0.3873
C -0.6092 1.9775 0.5212
O 0.0126 1.7539 1.5378
C -1.8593 1.2954 0.1852
C -2.6827 1.6075 -0.8472
C -2.4414 2.6863 -1.8515
N -3.8557 0.9129 -1.0268
C -4.3066 0.0660 -0.0547
N -5.4946 -0.4898 0.0705
C -5.3707 -1.1732 1.2311
N -4.1990 -1.0646 1.8060
N -3.5143 -0.2632 0.9774
C -2.1334 0.1120 1.1064
C -1.2136 -1.0319 0.7250
C -1.4452 -1.7814 -0.4115
C -0.5730 -2.7998 -0.7709
C 0.5514 -3.0713 -0.0107
O 1.4670 -4.0484 -0.2539
C 1.3716 -4.8234 -1.4290
C 1.8596 -4.0776 -2.6687
C 0.7981 -2.2948 1.1458
O 1.9304 -2.6071 1.8322
C 2.2293 -1.8635 2.9884
C -0.0915 -1.2986 1.5024
H 3.9436 2.8433 1.5857
H 4.9748 4.1312 0.9605
H 3.2968 4.4701 1.3718
H 4.3196 2.7091 -0.9041
H 3.5164 4.2685 -1.0835
H 2.0363 2.3072 -1.5715
H 2.2334 1.7577 0.0962
H 1.0211 4.4481 -0.7063
H 1.1031 3.7553 0.9447
H -1.5386 2.4763 -2.4201
H -2.2929 3.6422 -1.3552
H -3.2828 2.7678 -2.5364
H -4.5111 1.1860 -1.7419
H -6.1692 -1.7528 1.6444
H -1.9364 0.3973 2.1464
H -2.3103 -1.5903 -1.0295
H -0.7917 -3.3755 -1.6560
H 0.3478 -5.1916 -1.5727
H 2.0205 -5.6828 -1.2376
H 1.2443 -3.2025 -2.8629
H 1.8222 -4.7359 -3.5325
H 2.8846 -3.7490 -2.5174
H 3.1796 -2.2537 3.3497
H 2.3338 -0.7966 2.7663
H 1.4653 -1.9977 3.7611
H 0.0816 -0.6927 2.3757


Values of relative energy (zero: lowest compared OMol25 entry of this formula, charge and spin), in order: 50.4, 0.0, 9.3, 5.0, 16.4, 4.8, 92.0, 56.6, 69.2, all in kcal/mol.
Values of energy, in order: -115292.221, -145512.497, -96030.650, -77492.293, -99632.677, -51698.472, -29718.910, -33265.087, -35312.284, all in eV.